{"formula": "C19H14BClF2MgN3O2", "method": "the ωB97M-V functional and the def2-TZVPD basis", "multiplicity": 1, "homo_lumo_gap_ev": 5.886, "charge": -1, "lumo_ha": 0.092, "de_lowest_kj_mol": 7.9, "species": ["H", "H", "F", "C", "H", "C", "H", "C", "C", "O", "Cl", "C", "H", "H", "F", "C", "C", "H", "H", "H", "H", "C", "C", "N", "Mg", "C", "N", "C", "B", "N", "C", "C", "C", "H", "C", "C", "H", "C", "H", "H", "C", "O", "C"], "xyz": [[3.0218, -1.1266, -4.9301], [-2.2945, -2.1593, 5.1996], [-1.9743, 2.0538, -2.0522], [-2.3238, -0.4472, 3.8983], [1.4100, 0.7826, -5.0184], [-0.3825, 4.4869, -0.8390], [1.0423, 1.5027, 1.5897], [0.3200, -2.6000, 1.3573], [1.4530, 3.9482, -2.2897], [0.6932, -3.7078, 1.7020], [-0.0921, 6.0648, -3.0471], [1.4587, 0.1300, -4.1577], [-0.7201, -3.4291, 3.6958], [-0.5227, 3.3511, 0.9422], [-2.8819, 2.4068, -0.0457], [-1.0621, -2.4306, 3.4640], [-1.8325, 0.0684, 2.7135], [-0.0827, 1.1724, -3.0575], [-3.0065, 0.1336, 4.5029], [2.0240, 4.1518, -3.1876], [-1.2546, 5.0883, -0.6124], [1.5040, -1.4489, -1.9375], [0.3555, 4.7428, -1.9807], [0.6541, -0.4203, -1.9885], [-0.3010, 0.0724, -0.0684], [2.3519, -0.9299, -4.1020], [-0.9873, -0.6079, 1.9364], [-0.0829, 3.3841, -0.0480], [-1.8107, 1.8388, -0.7002], [0.5716, -1.9011, 0.2214], [1.4867, -2.3290, -0.6925], [1.4431, 1.5258, 0.5785], [1.8156, 2.9130, -1.4477], [-2.1228, 1.0487, 2.3500], [0.6260, 0.3532, -3.0740], [2.3759, -1.7345, -2.9754], [3.0440, -2.5771, -2.8690], [1.1009, 2.6124, -0.2641], [2.3870, 1.0126, 0.4262], [2.6902, 2.3164, -1.6883], [-0.6149, -1.8371, 2.2921], [2.2661, -3.2630, -0.6341], [-1.9258, -1.7229, 4.2795]], "forces_ev_per_a": [[0.0, 0.0, 0.0], [0.0, 0.0, 0.0], [0.1, 0.2, 0.0], [0.0, -0.1, 0.1], [0.0, 0.0, 0.0], [-0.2, -0.1, -0.3], [0.1, 0.2, 0.1], [0.1, 0.0, -0.1], [0.0, -0.1, 0.1], [0.0, 0.0, 0.0], [0.0, 0.0, 0.0], [0.1, -0.1, 0.0], [0.0, 0.0, 0.0], [-0.3, -0.3, -0.1], [0.2, 0.2, 0.1], [0.0, 0.0, 0.0], [0.0, 0.1, 0.0], [0.0, 0.0, 0.0], [0.0, 0.0, 0.0], [0.0, 0.0, 0.0], [0.1, 0.1, 0.0], [0.0, 0.0, 0.0], [-0.1, 0.0, 0.1], [-0.1, 0.0, -0.1], [0.4, 0.5, 0.1], [0.0, 0.1, 0.0], [-0.2, -0.1, -0.1], [0.9, 0.9, 0.6], [-0.6, -1.1, -0.2], [-0.2, 0.1, -0.1], [0.0, 0.0, 0.1], [-0.4, -0.3, -0.2], [0.1, 0.1, -0.2], [0.0, 0.0, 0.0], [0.0, 0.1, 0.0], [0.0, -0.1, 0.0], [0.0, 0.0, 0.0], [-0.1, -0.3, 0.1], [0.1, 0.1, 0.1], [0.0, 0.0, 0.0], [0.0, 0.0, 0.0], [0.0, 0.0, 0.0], [0.0, 0.1, 0.0]]}